[1]
# C3H6O2

A 2-piece molecular cluster, C3H6O2 overall at a distorted geometry (wB97M-V/def2-TZVPD, the OMol25 dataset).

Geometry as XYZ:
```
11
Properties=species:S:1:pos:R:3:lowdin_charge:R:1
H 1.292 1.441 -1.393 0.04
H -0.258 -1.102 -2.064 0.05
C -0.785 -0.451 2.413 -0.35
H -0.593 -0.473 3.490 0.13
H 1.874 -0.346 -1.550 0.05
O -1.143 -1.386 1.770 0.09
H 0.163 0.587 1.185 0.08
C 1.098 0.405 -1.619 -0.09
H -0.977 0.590 -2.128 0.05
C -0.123 -0.039 -1.915 -0.07
O -0.548 0.774 1.812 0.02
```

SMILES   O=CO.C=C
Total energy   -268.34021 Ha
Kohn-Sham gap   11.270 eV

***

[2]
# C3H6O2

A 2-piece molecular cluster, C3H6O2 overall at a distorted geometry (wB97M-V/def2-TZVPD, the OMol25 dataset).

Geometry as XYZ:
```
11
Properties=species:S:1:pos:R:3:lowdin_charge:R:1
O 1.748 0.505 1.202 0.08
C -0.491 -0.274 0.265 -0.20
C -1.615 0.011 -0.422 -0.01
H -1.565 0.477 -1.399 0.07
H -2.570 -0.302 -0.019 0.06
H 0.315 -1.830 -0.678 0.10
H 0.545 -1.220 -1.077 0.09
H -0.583 -0.770 1.227 0.10
H 2.538 1.069 1.173 0.13
O 0.905 1.584 -0.572 0.07
C 0.773 0.751 0.298 -0.49
```

SMILES   C=CC(=O)O.[H][H]
Total energy   -268.28408 Ha
Kohn-Sham gap   9.964 eV

***

[3]
# C3H6O2

The molecule C3H6O2 at a distorted geometry (wB97M-V/def2-TZVPD, the OMol25 dataset).

Geometry as XYZ:
```
11
Properties=species:S:1:pos:R:3:lowdin_charge:R:1
H -1.977 0.535 0.958 0.09
C 1.809 -0.324 -0.005 0.00
H -2.553 -0.821 -0.060 0.09
H 2.609 0.408 -0.285 0.09
H 1.986 -0.710 1.048 0.10
H 1.813 -1.235 -0.689 0.10
O 0.282 1.557 -0.030 0.10
H -2.028 0.737 -0.808 0.09
O -0.543 -0.540 -0.078 -0.06
C -1.859 0.025 0.005 -0.05
C 0.461 0.367 -0.055 -0.56
```

SMILES   COC(C)=O
Total energy   -268.39157 Ha
Kohn-Sham gap   11.434 eV

***

[4]
# C3H6O2S

C3H6O2S as an isolated structure at a distorted geometry (wB97M-V/def2-TZVPD, the OMol25 dataset).

Geometry as XYZ:
```
12
Properties=species:S:1:pos:R:3:lowdin_charge:R:1
H -1.813 -1.523 -0.486 0.16
H 0.708 -1.338 -0.512 0.15
S 3.407 -0.213 -0.251 0.66
H -1.940 -0.243 0.932 0.07
O 1.452 1.643 -0.041 -0.04
H 0.352 -0.781 1.267 0.12
C 1.871 0.389 0.006 -0.89
O -0.542 0.391 -0.399 -0.34
H -2.669 0.594 -0.945 0.17
H 0.402 1.666 0.386 0.23
C 0.618 -0.461 0.261 -0.12
C -1.845 -0.125 -0.218 -0.17
```

Total energy   -666.42375 Ha
Kohn-Sham gap   9.171 eV

***

[5]
# C3H6O2Si

C3H6O2Si as an isolated structure at a distorted geometry (wB97M-V/def2-TZVPD, the OMol25 dataset).

Geometry as XYZ:
```
12
Properties=species:S:1:pos:R:3:lowdin_charge:R:1
O -2.274 -0.313 -0.804 -0.20
C 0.857 0.215 -0.420 -0.20
H 1.076 1.063 0.252 0.11
Si -0.851 -0.513 -0.093 0.31
C 1.493 -1.038 -0.133 -0.01
H -3.197 -0.037 1.179 0.09
H 0.748 0.393 -1.396 0.04
H 1.839 -1.740 -0.920 0.11
O -0.187 -1.930 0.160 -0.21
H 2.195 -1.407 0.616 0.10
H -2.463 1.369 0.490 -0.02
C -2.308 0.396 0.579 -0.12
```

Total energy   -557.80582 Ha
Kohn-Sham gap   9.676 eV

***

[6]
# C3H6O3

The molecule C3H6O3 at a distorted geometry (wB97M-V/def2-TZVPD, the OMol25 dataset).

Geometry as XYZ:
```
12
Properties=species:S:1:pos:R:3:lowdin_charge:R:1
H 2.882 0.671 -1.062 0.08
H -2.981 0.604 -0.236 0.11
O 0.986 0.780 -0.417 0.03
O 0.236 -1.226 0.270 0.11
C -2.343 -0.160 0.362 -0.08
H 2.713 1.059 0.489 0.11
C 0.098 -0.108 -0.140 -0.59
H -2.313 -1.343 -0.050 0.14
H -2.405 -0.130 1.564 0.12
H 2.095 -0.839 -0.141 0.16
O -1.216 0.327 -0.404 -0.12
C 2.247 0.366 -0.236 -0.09
```

SMILES   COC(=O)OC
Total energy   -343.54012 Ha
Kohn-Sham gap   11.426 eV

***

[7]
# C3H6O3

The molecule C3H6O3 (wB97M-V/def2-TZVPD, the OMol25 dataset).

Geometry as XYZ:
```
12
Properties=species:S:1:pos:R:3:lowdin_charge:R:1
C -1.603 -0.147 0.217 -0.16
H -1.677 -0.703 1.155 0.13
H -2.465 1.337 -0.561 0.09
C -0.171 0.055 -0.255 -0.48
O 0.740 -0.461 0.573 -0.03
O 0.089 0.636 -1.283 0.11
H 2.684 -0.780 0.955 0.09
H -2.113 -0.686 -0.580 0.13
H 2.270 -0.808 -0.794 0.10
C 2.102 -0.309 0.164 -0.04
O -2.213 1.118 0.341 -0.03
H 2.357 0.748 0.068 0.10
```

SMILES   COC(=O)CO
Total energy   -343.62025 Ha
Kohn-Sham gap   11.211 eV

***

[8]
# C3H6O3

A 2-piece molecular cluster, C3H6O3 overall at a distorted geometry (wB97M-V/def2-TZVPD, the OMol25 dataset).

Geometry as XYZ:
```
12
Properties=species:S:1:pos:R:3:lowdin_charge:R:1
H -1.012 1.563 0.175 0.09
H -0.648 -1.635 2.901 0.08
O 1.329 0.547 0.271 0.05
C 0.646 0.592 -0.728 -0.55
H -1.411 0.897 -1.554 0.10
C -0.325 -1.641 1.847 -0.12
H 0.768 -1.321 1.685 0.09
H 1.757 -0.653 -1.520 0.13
O 0.962 -0.171 -1.835 0.07
C -0.664 1.360 -0.854 0.00
O -1.030 -1.910 0.881 -0.03
H -0.373 2.374 -1.268 0.10
```

SMILES   CC(=O)O.C=O
Total energy   -343.61065 Ha
Kohn-Sham gap   10.941 eV

***

[9]
# C3H6O3

The molecule C3H6O3 at a distorted geometry (wB97M-V/def2-TZVPD, the OMol25 dataset).

Geometry as XYZ:
```
12
Properties=species:S:1:pos:R:3:lowdin_charge:R:1
O 1.608 -0.665 -0.364 -0.02
O -0.032 1.599 -0.389 -0.02
C -0.741 0.422 -0.524 -0.24
H 0.888 1.397 -0.648 0.11
C 0.280 -0.993 -0.562 -0.16
H -1.454 -1.203 0.834 0.15
H 0.105 0.904 1.514 0.11
C -0.626 -0.561 0.561 -0.31
H -0.117 -0.883 -1.555 0.12
H 1.660 -0.462 0.595 0.10
O 0.095 -0.063 1.651 -0.01
H -1.664 0.508 -1.111 0.15
```

SMILES   O[C@H]1[C@@H](O)[C@H]1O
Total energy   -343.51030 Ha
Kohn-Sham gap   8.981 eV

***

[10]
# C3H6O3

The molecule C3H6O3 (wB97M-V/def2-TZVPD, the OMol25 dataset).

Geometry as XYZ:
```
12
Properties=species:S:1:pos:R:3:lowdin_charge:R:1
O -1.439 0.675 -0.723 -0.04
C -1.074 -0.424 0.068 -0.21
H -1.575 -1.298 -0.358 0.13
C 0.987 0.580 0.741 -0.19
H -0.834 1.407 -0.531 0.08
H 0.711 -1.557 0.583 0.15
O 1.217 1.599 0.119 0.06
C 0.460 -0.642 0.035 -0.35
H -1.401 -0.303 1.117 0.13
H 0.995 0.150 -1.628 0.10
H 1.027 0.563 1.846 0.14
O 0.955 -0.749 -1.266 0.00
```

SMILES   O=C[C@H](O)CO
Total energy   -343.59905 Ha
Kohn-Sham gap   10.723 eV

***

[11]
# C3H6O3

The molecule C3H6O3 at a distorted geometry (wB97M-V/def2-TZVPD, the OMol25 dataset).

Geometry as XYZ:
```
12
Properties=species:S:1:pos:R:3:lowdin_charge:R:1
C -0.193 1.146 0.760 -0.27
H 2.209 -0.727 0.574 0.19
O 0.231 -0.025 1.326 -0.10
H 0.477 -1.800 0.340 0.13
H 0.542 1.807 0.170 0.18
O 0.644 -0.218 -1.105 -0.13
H -1.234 0.053 -2.076 0.19
H -0.691 1.410 1.622 0.12
H -1.164 -1.346 -0.573 0.15
C 0.982 -0.761 0.244 -0.14
O -0.962 0.775 -0.289 -0.09
C -0.842 -0.313 -0.993 -0.23
```

SMILES   C1OCOCO1
Total energy   -343.47053 Ha
Kohn-Sham gap   10.705 eV

***

[12]
# C3H6O3

A 2-piece molecular cluster, C3H6O3 overall (wB97M-V/def2-TZVPD, the OMol25 dataset).

Geometry as XYZ:
```
12
Properties=species:S:1:pos:R:3:lowdin_charge:R:1
O 0.052 -1.020 -1.701 -0.03
H 0.642 0.924 -1.709 0.10
C 0.077 -0.307 1.191 -0.22
H 0.980 -0.555 1.743 0.12
C 0.852 -0.136 -1.466 -0.14
H 0.339 1.816 1.116 0.13
H -1.866 0.401 0.085 0.11
H -0.517 -1.636 -0.061 0.07
H 1.865 -0.349 -1.077 0.10
O -1.391 1.244 0.185 0.02
C -0.259 0.948 0.861 -0.21
O -0.772 -1.331 0.833 -0.03
```

SMILES   O/C=C\O.C=O
Total energy   -343.56565 Ha
Kohn-Sham gap   9.747 eV

***

[13]
# C3H6O3P

A 2-piece molecular cluster, C3H6O3P overall at a distorted geometry (wB97M-V/def2-TZVPD, the OMol25 dataset).

Geometry as XYZ:
```
13
Properties=species:S:1:pos:R:3:lowdin_charge:R:1
C 1.918 0.662 0.192 -0.84
P 0.292 -0.544 -0.130 0.99
O 0.298 -2.869 -0.651 -0.69
H -0.060 0.555 -2.236 0.03
O 2.212 1.212 -0.833 -0.03
H -0.694 0.746 1.664 0.04
C -0.707 0.361 -1.383 -0.29
H -1.551 -0.251 -1.687 0.03
C -0.752 -0.301 1.364 -0.29
H -1.780 -0.585 1.154 0.03
H -0.349 -0.926 2.156 0.03
H -1.047 1.308 -0.962 0.04
O 2.220 0.631 1.352 -0.03
```

Total energy   -684.92308 Ha
Net charge   -1
Kohn-Sham gap (alpha / beta)   8.118 / 7.769 eV

***

[14]
# C3H6O3S

A 2-piece molecular cluster, C3H6O3S overall at a distorted geometry (wB97M-V/def2-TZVPD, the OMol25 dataset).

Geometry as XYZ:
```
13
Properties=species:S:1:pos:R:3:lowdin_charge:R:1
C -1.260 -0.406 0.969 -0.74
C -0.100 0.044 0.101 -0.27
O 2.255 0.057 -0.021 -0.17
O 1.403 -1.641 1.151 -0.08
H -1.235 0.081 1.946 0.01
H -1.123 -1.462 1.238 0.04
H 0.254 1.033 0.343 0.09
H -0.194 -0.224 -0.948 0.09
C 1.277 -0.608 0.483 -0.72
H 2.343 0.763 -1.658 -0.02
O 1.977 1.335 -2.362 -0.13
H 1.114 1.595 -2.020 0.01
S -2.888 0.209 0.203 -0.12
```

Total energy   -741.81233 Ha
Net charge   -2
Kohn-Sham gap   5.660 eV

***

[15]
# C3H6O3S

A 2-piece molecular cluster, C3H6O3S overall at a distorted geometry (wB97M-V/def2-TZVPD, the OMol25 dataset).

Geometry as XYZ:
```
13
Properties=species:S:1:pos:R:3:lowdin_charge:R:1
C -0.955 0.842 -0.328 -0.22
C 0.430 0.584 -0.965 -0.36
H -0.304 -0.253 1.330 0.05
H -0.396 1.425 1.476 0.07
H -1.007 1.939 -0.493 0.13
H -1.865 0.532 1.503 0.08
O 0.981 -1.380 0.199 -0.45
O 2.300 -3.414 0.124 -0.41
C -0.904 0.603 1.082 -0.13
S 1.656 -2.386 -0.650 0.99
H -1.772 0.421 -0.933 0.13
O 0.646 0.191 -2.053 0.03
H 1.191 0.893 -0.292 0.11
```

Total energy   -741.76030 Ha
Kohn-Sham gap   7.921 eV

***

[16]
# C3H6O4

The molecule C3H6O4 at a distorted geometry (wB97M-V/def2-TZVPD, the OMol25 dataset).

Geometry as XYZ:
```
13
Properties=species:S:1:pos:R:3:lowdin_charge:R:1
O 1.562 0.836 -1.049 0.14
O -0.697 0.738 1.278 0.07
C -0.403 -0.087 0.192 -0.59
O 1.875 -0.432 0.760 0.10
O -0.662 -1.436 0.452 0.05
H -2.274 0.243 -1.229 0.11
C 1.096 0.123 -0.200 -0.42
H -1.124 1.422 -1.087 0.10
H -0.086 -1.754 1.160 0.11
C -1.165 0.337 -1.037 0.00
H -0.906 -0.377 -1.818 0.10
H -0.025 0.598 1.963 0.11
H 2.808 -0.210 0.615 0.14
```

SMILES   CC(O)(O)C(=O)O
Total energy   -418.86370 Ha
Kohn-Sham gap   10.837 eV

***

[17]
# C3H6O4S

The molecule C3H6O4S at a distorted geometry (wB97M-V/def2-TZVPD, the OMol25 dataset).

Geometry as XYZ:
```
14
Properties=species:S:1:pos:R:3:lowdin_charge:R:1
S 0.086 0.360 0.081 0.91
C -2.683 -0.188 -0.270 -0.46
H -3.504 -0.841 -0.652 0.16
H -0.328 -1.722 -0.229 0.01
O -2.644 -0.666 1.056 0.00
H 2.202 0.561 -1.051 0.05
C -1.714 0.417 -1.160 -0.12
O -0.208 0.499 1.472 -0.39
H 2.297 0.338 0.685 0.04
O 0.423 -1.225 -0.289 -0.21
H 1.821 1.989 0.048 0.03
O -2.679 1.169 -0.550 0.01
C 1.926 0.959 -0.087 -0.07
H -1.965 -0.263 1.564 0.03
```

SMILES   C[S@](=O)(O)=C1O[C@@H]1O
Total energy   -816.85529 Ha
Kohn-Sham gap   8.518 eV

***

[18]
# C3H6OS

The molecule C3H6OS at a distorted geometry (wB97M-V/def2-TZVPD, the OMol25 dataset).

Geometry as XYZ:
```
11
Properties=species:S:1:pos:R:3:lowdin_charge:R:1
C -0.334 -0.873 1.303 -0.39
C 0.456 -0.569 0.091 -0.59
H -0.815 1.262 -2.167 0.08
H -0.674 0.079 1.640 0.05
H 0.355 -1.220 -0.746 0.10
C 0.229 0.798 -0.529 -0.27
H -1.000 -1.689 1.330 0.06
O -0.527 0.496 -1.682 -0.08
S 1.514 -1.043 1.558 0.78
H -0.353 1.576 0.113 0.15
H 1.151 1.184 -0.912 0.10
```

SMILES   OC[C@@H]1CS1
Total energy   -591.27501 Ha
Kohn-Sham gap   9.856 eV

***

[19]
# C3H6OS

A 2-piece molecular cluster, C3H6OS overall at a distorted geometry (wB97M-V/def2-TZVPD, the OMol25 dataset).

Geometry as XYZ:
```
11
Properties=species:S:1:pos:R:3:lowdin_charge:R:1
H 0.978 2.612 -0.164 0.03
C -1.834 -2.047 0.309 -0.13
H -1.218 -2.705 -0.218 0.06
H 1.044 3.478 -1.415 0.00
C -0.783 0.219 0.417 -0.34
O 1.595 3.054 -0.787 -0.06
S -2.390 0.845 0.277 0.79
H -1.504 -1.968 1.391 0.10
H -2.892 -2.345 0.226 0.09
C -1.559 -0.746 -0.358 -0.67
H -1.467 -0.767 -1.506 0.13
```

Total energy   -591.20377 Ha
Kohn-Sham gap   8.773 eV

***

[20]
# C3H6OS3

The molecule C3H6OS3 at a distorted geometry (wB97M-V/def2-TZVPD, the OMol25 dataset).

Geometry as XYZ:
```
13
Properties=species:S:1:pos:R:3:lowdin_charge:R:1
H 1.816 -0.038 -0.711 0.14
H -0.672 0.366 -0.773 -0.01
O -1.846 -1.629 3.439 -0.71
C 1.173 0.189 0.292 -0.52
C -0.067 0.914 -0.189 -0.20
H -2.305 -3.429 0.119 -0.09
C -0.379 -1.935 0.191 -0.78
S -2.553 -2.202 2.291 0.52
H 1.650 0.911 0.876 0.04
H 0.351 1.929 -0.632 0.12
S -1.175 -3.457 0.843 0.55
S 0.866 -1.408 1.105 0.85
H -0.846 1.240 0.602 0.11
```

Total energy   -1387.51224 Ha
Kohn-Sham gap   6.702 eV